[1]
One molecule with the formula BH3S, computed with ωB97M-V/def2-TZVPD.

Structure (XYZ):
```
5
Properties=species:S:1:pos:R:3:forces:R:3:lowdin_charge:R:1
B -0.48049 0.22794 0.16151 -0.788 3.427 -1.839 -0.526
S 1.23784 0.01228 0.06039 0.527 1.969 0.312 0.743
H -1.34678 -0.54500 0.03575 -0.123 -0.481 0.363 -0.039
H -0.73174 1.54393 -0.12639 0.241 -2.505 1.201 0.024
H 1.32117 -1.23915 -0.13126 0.143 -2.409 -0.038 -0.202
```
Positions in Å, forces in eV/Å.

Output
SMILES string   BS

[2]
One molecule with the formula C5H11NO2, computed with ωB97M-V/def2-TZVPD.

Structure (XYZ):
```
19
Properties=species:S:1:pos:R:3:forces:R:3:lowdin_charge:R:1
C -0.52918 0.40240 -2.06958 0.048 -0.210 -0.726 -0.065
C -0.01183 0.78057 -0.73121 1.513 -1.024 1.558 -0.170
N 1.08916 -0.18271 -0.10698 -1.498 0.795 -0.128 -0.013
C 2.22796 0.19267 0.70347 0.549 0.575 -0.317 -0.106
C -0.20191 -0.04217 0.50674 -1.191 -0.102 -0.793 -0.493
O -0.42147 0.73228 1.69820 0.496 -0.467 -0.637 0.010
C -1.13764 -1.25895 0.44219 0.270 0.494 0.540 -0.174
O -2.49360 -0.84968 0.36085 0.048 0.371 0.239 -0.055
H -0.06393 1.03806 -2.83157 -0.098 -0.113 0.051 0.077
H -1.61308 0.54648 -2.12651 0.123 -0.040 0.062 0.086
H -0.29581 -0.63341 -2.33089 -0.089 0.114 0.151 0.083
H 0.06375 1.85432 -0.59165 0.348 -0.088 0.464 0.142
H 2.10310 1.11453 1.28570 -0.029 -0.018 -0.054 0.079
H 3.10081 0.32151 0.05586 -0.129 0.046 0.087 0.080
H 2.47954 -0.62368 1.39322 -0.230 0.059 -0.136 0.087
H 0.20854 0.47860 2.38972 -0.197 -0.133 -0.240 0.097
H -0.92652 -1.90696 -0.41189 0.055 0.313 0.074 0.123
H -0.97466 -1.83448 1.35871 0.030 -0.219 0.048 0.119
H -2.60323 -0.12940 1.00561 -0.019 -0.352 -0.242 0.092
```
Positions in Å, forces in eV/Å.

Output
SMILES string   C[C@@H]1N(C)[C@]1(O)CO

[3]
A 2-piece molecular cluster, C3H10NO2S2 overall, computed with ωB97M-V/def2-TZVPD.

Structure (XYZ):
```
18
Properties=species:S:1:pos:R:3:forces:R:3:lowdin_charge:R:1
N 0.78017 0.66503 2.29749 1.670 0.506 -3.526 0.050
C 0.44780 0.01601 0.95837 -0.760 0.008 -0.834 -0.516
C -0.74739 -0.91078 1.06353 -1.559 0.186 0.745 -0.236
O -1.83801 -0.11418 1.73438 -0.277 -0.858 -0.718 -0.162
C 1.56438 -0.89516 0.42880 -1.917 2.462 -2.708 -0.387
S 1.04584 -1.20806 -1.52610 1.096 -1.014 1.497 0.074
S 0.00448 0.33426 -2.29472 -0.295 0.581 0.087 -0.248
H 0.27424 0.37214 3.06720 -1.420 -1.039 1.472 0.016
H 1.76531 0.45579 2.42118 -0.171 0.225 0.428 0.048
H 0.10668 0.76637 0.10124 1.256 -1.081 1.914 0.044
H -1.09660 -1.31700 0.04798 0.663 0.678 1.582 0.094
H -0.43398 -1.76258 1.77785 -0.985 1.070 -0.938 0.129
H 1.59502 -1.82506 0.91980 0.184 -1.228 0.444 0.037
H 2.49071 -0.37591 0.34664 0.891 0.188 0.203 0.034
H -1.37285 2.10653 1.42790 0.191 -0.112 -0.631 0.036
H -1.40063 2.36067 -0.04724 5.676 -2.034 -8.892 -0.119
H -2.54319 0.24295 1.12372 1.662 -0.807 0.486 0.093
O -1.81694 2.49434 0.66065 -5.905 2.266 9.387 0.015
```
Positions in Å, forces in eV/Å.

Output
Total charge   -1

[4]
A 2-piece molecular cluster, C5H3IO2 overall, computed with ωB97M-V/def2-TZVPD.

Structure (XYZ):
```
11
Properties=species:S:1:pos:R:3:forces:R:3:lowdin_charge:R:1
C 0.53190 0.08202 -0.75596 -2.409 0.230 3.622 0.022
C -0.43884 0.90182 -0.18141 3.073 -2.906 -0.988 -0.011
C 0.13207 -0.61408 1.36275 -1.141 2.698 -3.598 0.036
C 0.85173 -0.91103 0.24971 -0.638 0.861 0.188 -0.235
C 1.83297 -1.88332 0.31658 4.004 -3.277 0.105 -0.025
O 2.49344 -2.84586 0.45113 -3.092 3.913 -0.498 0.257
O -0.66017 0.47999 1.09793 0.748 -1.326 1.140 0.057
I 4.23732 0.56178 -0.10743 -0.766 -0.656 0.056 -0.414
H 1.07616 -0.08254 -1.58101 1.263 0.811 -3.520 0.069
H -0.91907 1.76602 -0.54538 -0.592 0.634 -0.030 0.125
H 0.26108 -1.05912 2.24942 -0.450 -0.983 3.524 0.119
```
Positions in Å, forces in eV/Å.

[5]
C30H40BrN2O5PS2V as an isolated structure, computed with ωB97M-V/def2-TZVPD.

Structure (XYZ):
```
82
Properties=species:S:1:pos:R:3:forces:R:3:mulliken_spin:R:1
V -1.19678 0.18888 0.41091 0.446 0.520 -0.520 2.162
C 1.00810 -2.94727 4.23886 -1.558 -2.077 -0.030 -0.001
N 0.46724 -1.70101 3.76439 0.431 0.301 -1.308 0.008
C 0.93496 -0.50552 4.43655 -1.142 1.227 1.067 0.000
C -0.18066 -1.48030 2.61661 -0.031 2.664 1.116 0.002
O -0.47517 -0.25727 2.34817 -0.084 -2.021 -0.713 -0.011
C -0.61052 -2.55788 1.69951 0.632 -2.156 -1.365 0.003
O -1.21381 -2.04364 0.47409 -1.476 -0.570 1.112 0.020
C -2.57039 -2.59933 0.21169 0.979 1.170 -1.026 -0.003
C -3.61089 -1.55128 0.69185 -1.222 -0.108 0.510 0.011
O -3.25725 -0.33458 0.82831 0.192 -2.265 0.033 -0.028
N -4.89894 -1.96848 0.88762 2.396 0.981 -0.492 0.006
C -5.38785 -3.30520 0.61449 0.324 -0.069 0.024 0.000
C -5.88522 -1.03941 1.40370 -0.787 -0.047 0.187 0.000
H 0.42810 -3.25591 5.15586 0.630 0.153 -0.856 0.000
H 2.05431 -2.89257 4.51568 0.140 0.250 -0.255 0.000
H 0.85953 -3.74322 3.45029 0.327 0.751 0.981 0.000
H 1.58125 -0.75283 5.28815 -0.182 -0.095 -0.445 0.000
H 0.02827 0.03570 4.83307 1.025 -0.334 -0.310 0.001
H 1.43026 0.15588 3.72391 0.102 -0.080 0.171 0.000
H -1.29131 -3.28766 2.19881 0.412 0.637 -0.276 -0.002
H 0.28489 -3.14587 1.32762 -0.795 0.630 0.616 -0.002
H -2.65781 -3.65263 0.53032 0.089 0.770 0.266 -0.001
H -2.62878 -2.61428 -0.90308 -0.013 -0.014 0.712 -0.004
H -5.83530 -3.33431 -0.38494 -0.123 -0.162 0.286 0.000
H -6.10353 -3.52829 1.40211 -0.201 -0.234 -0.231 0.000
H -4.58399 -4.03397 0.67955 -0.122 -0.066 -0.077 0.000
H -5.49891 -0.02734 1.29133 -0.260 -0.070 0.248 0.000
H -6.06701 -1.32123 2.45703 0.080 0.489 -0.315 0.001
H -6.86002 -1.16338 0.87775 0.815 0.153 0.137 0.000
C -3.14900 0.01188 -2.07650 -0.155 0.838 1.204 0.003
O -1.84134 0.35801 -1.57265 0.015 -0.335 -0.092 -0.018
C -0.85158 0.72357 -2.59376 0.604 0.182 -0.485 -0.066
C -1.03359 2.12897 -3.12428 -0.903 0.815 0.818 -0.004
O -0.59837 3.07115 -2.11622 -0.310 -0.204 -1.305 0.002
C -0.73873 4.42543 -2.59392 0.224 -0.790 0.514 0.000
H -3.16429 -0.91554 -2.61423 0.316 -0.771 -0.113 0.003
H -3.46215 0.76662 -2.77225 -0.271 0.493 -0.221 0.000
H -3.81971 0.00698 -1.18664 0.409 0.031 -1.100 0.000
H -0.89437 -0.01329 -3.41633 0.107 0.187 0.500 0.001
H 0.10290 0.69498 -2.04103 -0.445 -0.240 -0.624 0.050
H -2.11978 2.28811 -3.31433 0.375 0.136 -0.028 0.000
H -0.53749 2.30790 -4.09525 0.170 -0.338 0.436 -0.001
H -0.12200 4.59811 -3.47508 0.090 -0.046 -0.124 0.000
H -0.39887 5.06891 -1.78794 -0.040 0.041 0.022 0.000
H -1.77647 4.64522 -2.83464 -0.214 0.048 -0.013 0.000
S 2.22652 -1.53297 -3.43834 -0.891 0.423 1.206 0.001
P 2.66749 -0.53308 -1.74521 0.726 -0.783 -0.672 -0.001
S 1.61346 0.47747 -0.31415 -1.767 -0.003 0.750 -0.003
C 3.84327 0.68384 -2.34207 -0.771 1.626 0.178 0.000
C 5.09303 0.25346 -2.71119 0.554 0.321 -0.217 0.000
C 5.95709 1.16156 -3.30979 0.462 0.199 -0.243 0.000
C 5.58345 2.48437 -3.58489 -0.408 -0.545 0.538 0.000
C 4.32143 2.92291 -3.17524 -0.276 -0.028 0.094 0.000
C 3.44551 2.02985 -2.54246 0.060 -0.674 0.027 0.000
C 3.67256 -1.59989 -0.65813 -0.868 -0.288 -0.968 0.000
C 3.43987 -2.96084 -0.68207 -0.708 -0.400 -0.542 0.001
C 4.29948 -3.82511 -0.01655 -0.296 -0.048 -0.135 0.000
C 5.37086 -3.31227 0.70299 -0.746 0.876 -0.288 0.000
C 5.54630 -1.93048 0.79017 -1.025 -0.812 -0.852 0.000
C 4.68691 -1.08548 0.08063 1.549 1.036 1.471 -0.001
H 5.38547 -0.77323 -2.50678 0.126 0.195 -0.231 0.000
H 6.95928 0.82342 -3.54987 -0.045 0.086 -0.142 0.000
H 6.26061 3.17867 -4.07354 -0.013 -0.202 0.091 0.000
H 4.04439 3.97125 -3.34487 -0.023 -0.520 0.099 0.000
H 2.42935 2.28995 -2.19061 0.763 0.226 -0.321 0.001
H 2.56195 -3.26018 -1.29588 0.910 -0.318 0.441 0.000
H 4.16085 -4.89560 -0.08458 -0.065 -0.047 0.032 0.000
H 6.02033 -3.97690 1.20872 0.658 -0.505 0.411 0.000
H 6.34881 -1.56027 1.36156 0.806 0.599 0.565 0.000
H 4.84401 0.00294 0.15370 -0.086 -0.586 -0.176 0.000
Br -3.29384 6.09527 3.01361 0.725 -0.644 -0.820 -0.001
C -2.51880 4.61144 2.02664 -0.198 -0.243 -0.033 0.000
C -1.47689 3.85819 2.54551 0.091 0.403 1.042 -0.002
C -1.23371 2.56437 2.11236 1.247 1.297 0.677 0.017
C -1.76957 2.06213 0.97056 0.020 -1.739 0.451 -0.117
C -2.74289 2.82632 0.41925 -1.447 1.244 -2.050 -0.012
C -3.11227 4.10219 0.88267 -0.290 -0.706 -0.215 -0.005
H -0.83307 4.25061 3.32275 -0.389 0.006 0.342 0.000
H -0.53266 2.00724 2.68136 0.734 -0.343 0.332 -0.009
H -3.24829 2.46774 -0.49090 0.131 0.296 0.333 0.000
H -3.87822 4.61826 0.32947 -0.244 0.228 0.188 -0.001
```
Positions in Å, forces in eV/Å.

Output
Spin multiplicity   3
Total charge   +1

[6]
C20H45N2P3S2Yb as an isolated structure, computed with ωB97M-V/def2-TZVPD.

Structure (XYZ):
```
73
Properties=species:S:1:pos:R:3:forces:R:3:mulliken_spin:R:1
Yb 0.60044 2.56330 0.48695 -3.356 -1.560 4.883 0.245
P -2.23302 -1.65790 -0.30446 -0.804 -0.411 -1.176 -0.030
P -0.69047 -1.68382 1.30935 0.159 0.177 0.395 -0.005
P 2.71848 -2.40596 -2.63310 -0.121 -0.641 -0.213 0.002
H 2.82413 4.98295 -2.37396 0.253 -1.070 -0.183 0.000
C 2.94503 3.86698 -2.26159 0.508 1.414 0.519 0.017
C 2.45636 3.14643 -3.34776 1.000 -0.035 -1.760 0.003
H 1.43413 3.26879 -3.73077 0.550 0.075 0.345 0.002
C -3.60498 -0.55861 0.12260 -0.041 0.399 0.355 0.016
C -3.02158 -3.28838 -0.48785 0.443 -0.073 0.472 0.000
C -1.45510 -1.33906 -1.91458 0.219 0.160 0.347 -0.009
C 0.60562 -0.42053 1.07606 -0.005 -0.027 -0.123 -0.018
C -1.55534 -1.29645 2.84440 -0.355 -0.052 0.279 0.002
C 0.01377 -3.33575 1.40743 0.061 -0.434 -0.123 0.005
C 3.85763 -3.00333 -3.93344 0.105 0.241 -0.043 0.000
C 1.61584 -3.86323 -2.56596 0.339 -0.158 0.100 0.000
C 3.76561 -2.52758 -1.16672 0.773 -0.170 0.616 0.000
H 3.95306 3.61809 -1.86985 -0.273 0.330 -0.981 -0.001
H 3.23524 2.85095 -4.11167 -1.137 -0.357 1.111 -0.001
H -3.24130 0.46106 0.36384 -0.190 -0.365 -0.185 -0.016
H -4.16710 -0.97761 0.99107 0.428 0.212 -0.651 0.000
H -4.28850 -0.51841 -0.75508 0.466 -0.052 0.463 0.003
H -3.49872 -3.59497 0.45466 0.074 0.010 -0.329 0.000
H -2.28710 -4.04068 -0.80778 -0.281 0.157 0.050 0.000
H -3.79221 -3.16617 -1.26795 0.262 -0.011 0.251 0.000
H -0.84897 -0.42208 -1.92355 -0.166 -0.174 -0.054 0.016
H -2.27454 -1.25699 -2.64124 0.157 0.019 0.102 0.000
H -0.82075 -2.20150 -2.18120 -0.192 0.292 0.115 0.003
H 1.59388 -0.90746 1.05410 -0.357 0.102 -0.077 0.017
H 0.58689 0.26577 1.95206 -0.122 -0.404 -0.535 -0.014
H 0.45969 0.09313 0.09571 0.061 -0.232 0.403 0.059
H -1.05480 -1.87598 3.64466 -0.318 0.332 -0.262 -0.001
H -2.62627 -1.58176 2.79505 0.638 0.091 0.150 0.000
H -1.46681 -0.21278 3.05564 -0.106 -0.538 -0.161 0.000
H 0.43948 -3.45004 2.42178 -0.119 0.024 -0.421 0.000
H 0.81443 -3.47776 0.65817 -0.382 0.102 0.283 -0.001
H -0.76818 -4.10442 1.25854 0.377 0.332 0.149 0.000
H 4.61087 -3.64662 -3.46138 -0.050 0.148 -0.317 0.000
H 4.32537 -2.15076 -4.43897 0.100 -0.300 0.104 0.000
H 3.30860 -3.58407 -4.67829 0.044 0.112 0.043 0.000
H 2.21393 -4.77134 -2.51847 -0.149 -0.238 0.096 0.000
H 1.02402 -3.88849 -3.47760 -0.019 0.003 -0.138 0.000
H 0.92685 -3.82654 -1.72805 -0.122 -0.056 0.303 0.000
H 4.47814 -3.35959 -1.29406 -0.217 0.248 0.367 0.000
H 3.17030 -2.69180 -0.25792 0.103 -0.041 -0.118 0.000
H 4.35407 -1.60005 -1.00470 -0.321 -0.496 -0.229 -0.001
C 1.37018 1.27541 -1.99053 0.784 2.949 1.242 0.060
C 2.35902 1.36092 -0.92018 1.069 -0.243 -0.930 0.022
C 2.65292 2.58133 -0.30190 0.856 -0.007 -0.177 0.160
C 1.96813 3.72429 -0.92267 1.770 1.652 -2.277 0.009
C 0.60432 3.52553 -1.42449 -0.888 2.258 -0.496 0.296
C 0.22933 2.22927 -1.78942 -0.786 -1.779 -2.033 0.195
S 1.67500 0.56421 -3.56114 -1.361 -0.311 -1.021 0.005
H 2.11146 -0.60059 -3.10938 0.027 -0.994 0.074 -0.001
H 3.07328 0.56223 -0.74780 0.023 -0.141 -0.309 -0.011
H 3.50419 2.79591 0.32937 0.123 -0.429 0.040 -0.025
H 2.21847 4.72745 -0.58326 -0.681 -0.302 1.178 -0.034
H 0.02529 4.41604 -1.63835 -0.225 -0.122 -0.003 0.011
H -0.78956 2.01838 -2.22943 1.464 0.446 0.015 0.004
C -2.02018 3.20043 5.09109 0.262 -0.060 0.660 0.000
N -1.62570 2.73859 3.76139 -0.303 0.037 -1.472 0.003
C -2.53925 2.50357 2.77517 0.263 0.540 0.106 0.003
S -2.19796 2.82726 1.08701 -0.060 -0.554 1.258 0.006
N -3.74881 2.06375 3.16381 0.478 -0.559 -1.218 0.003
C -3.95195 1.17484 4.31408 -0.645 0.197 0.235 0.000
H -2.07306 2.35474 5.78501 0.045 0.352 -0.003 0.000
H -2.98092 3.72790 5.08064 0.269 -0.076 -0.142 0.000
H -1.23166 3.88580 5.41183 -0.292 -0.111 0.179 0.000
H -0.76976 3.16003 3.40567 -0.497 -0.148 0.215 0.001
H -4.39241 1.91743 2.37662 0.385 0.328 0.655 0.000
H -4.80597 0.55020 4.04836 0.085 -0.029 0.256 0.000
H -3.08637 0.53449 4.52853 -0.127 0.314 -0.134 0.000
H -4.21414 1.75160 5.20583 0.042 -0.293 -0.118 0.000
```
Positions in Å, forces in eV/Å.

Output
Spin multiplicity   2
Total charge   +3

Going through the records in order, we get ΔE to the lowest compared entry with this formula, charge and spin values of 35.2 245.3 188.8 218.5 0.0 881.0 kJ/mol.
Going through the records in order, we get largest force on an atom values of 0.077 0.047 0.220 0.101 0.056 0.119 Eh/bohr.